A:
The following is a quantum chemistry calculation of 8 unconnected molecules or ions with the total composition C5H27NO8, from OMol25.

ORCA input file:
```
! wB97M-V def2-TZVPD RIJCOSX def2/J DEFGRID3
* xyz 0 1
C 1.621 1.694 -0.345
C 1.293 0.311 0.178
C 0.087 0.313 1.186
N -1.296 0.029 0.873
C -1.787 1.008 -0.128
C -3.166 0.522 -0.618
O -3.028 -0.387 -1.739
H 0.794 2.062 -0.954
H 2.080 2.395 0.347
H 2.372 1.706 -1.157
H 2.083 -0.107 0.810
H 1.034 -0.314 -0.687
H 0.264 -0.268 2.106
H 0.202 1.303 1.645
H -1.460 -0.896 0.505
H -1.946 1.926 0.434
H -1.190 1.123 -1.041
H -3.734 -0.072 0.103
H -3.799 1.365 -0.900
H -2.082 -0.518 -1.847
O 0.220 2.159 -3.228
H 0.364 1.441 -2.617
H 0.720 1.952 -4.023
O 0.054 -3.481 -0.540
H 0.271 -4.347 -0.184
H -0.187 -2.936 0.238
O 4.603 -1.874 -1.201
H 3.668 -2.054 -1.415
H 4.448 -1.387 -0.380
O 1.862 -2.108 -2.378
H 1.955 -2.694 -3.141
H 1.140 -2.576 -1.913
O -1.781 -0.587 3.666
H -1.623 -0.564 4.617
H -1.828 0.346 3.427
O 0.230 4.031 1.578
H 0.714 4.248 0.776
H -0.691 4.230 1.407
O -0.588 -2.395 1.837
H -0.462 -2.671 2.754
H -1.429 -1.929 1.948
*
```

The gap between HOMO and LUMO comes out at 9.5 eV. Its structure (SMILES) is CCCNCCO.O.O.O.O.O.O.O. The molecular weight is 229.3 g mol⁻¹. The HOMO energy comes out at -9.239 eV.

Results of the Löwdin charge analysis, in e, for atoms 1 through 6: -0.126, -0.202, -0.258, -0.071, -0.177, -0.215

B:
The following is a quantum chemistry calculation of 8 unconnected molecules or ions with the total composition C5H27NO8, from OMol25.

ORCA input file:
```
! wB97M-V def2-TZVPD RIJCOSX def2/J DEFGRID3
* xyz 0 1
N 2.239 0.930 -1.043
C 1.184 1.548 -0.144
C 0.178 0.452 0.265
C -1.125 0.498 -0.525
C -2.190 1.293 0.190
C -2.698 0.614 1.451
O -3.119 -0.732 1.189
H 2.825 1.623 -1.354
H 1.837 0.567 -1.856
H 1.723 1.971 0.725
H 0.696 2.421 -0.616
H 0.682 -0.510 0.131
H -0.016 0.525 1.348
H -0.985 0.890 -1.523
H -1.480 -0.531 -0.663
H -1.835 2.330 0.447
H -3.034 1.493 -0.516
H -1.922 0.444 2.195
H -3.466 1.156 1.914
H -3.762 -0.765 0.459
O 0.790 0.862 3.572
H 0.676 1.809 3.306
H 0.454 0.876 4.454
O -1.163 -2.526 0.716
H -0.468 -2.333 1.422
H -1.858 -1.897 0.908
O 0.624 -0.481 -3.190
H 0.434 -1.127 -2.454
H 0.749 -0.985 -3.984
O 0.955 -1.914 2.225
H 1.638 -1.781 1.560
H 0.915 -1.099 2.733
O 2.785 -1.531 0.318
H 2.719 -0.672 -0.216
H 3.691 -1.585 0.516
O 0.120 2.164 -3.356
H -0.437 2.235 -4.166
H 0.337 1.247 -3.231
O 0.356 -2.498 -1.456
H 1.255 -2.448 -1.004
H -0.303 -2.534 -0.746
*
```

The gap between HOMO and LUMO comes out at 10.1 eV. Its structure (SMILES) is NCCCCCO.O.O.O.O.O.O.O. The molecular weight is 229.3 g mol⁻¹. The HOMO energy comes out at -9.915 eV.

Results of the Löwdin charge analysis, in e, for atoms 1 through 6: 0.032, -0.193, -0.189, -0.208, -0.180, -0.226

Least stable: A

A:
The following is a quantum chemistry calculation of C8H10O in the gas phase, from OMol25.

ORCA input file:
```
! wB97M-V def2-TZVPD RIJCOSX def2/J DEFGRID3
* xyz 0 1
C 1.626 0.410 1.138
C 1.534 0.764 -0.126
C 2.156 1.932 -0.784
C 0.598 -0.025 -1.040
C -0.501 -0.788 -0.713
C -1.443 -0.717 0.343
C -2.557 -1.814 0.138
C -1.695 0.404 1.038
O -1.851 1.165 1.890
H 0.998 -0.502 1.261
H 2.402 0.649 1.918
H 3.232 1.934 -0.896
H 1.874 2.624 -0.092
H 1.554 2.185 -1.645
H 1.212 -0.385 -1.864
H -0.716 -1.757 -1.109
H -2.310 -2.691 0.804
H -2.690 -2.054 -0.823
H -3.424 -1.334 0.561
*
```

The gap between HOMO and LUMO comes out at 8.2 eV. Its structure (SMILES) is C=C(C)/C=C\C(C)=C=O. The molecular weight is 122.2 g mol⁻¹. The HOMO energy comes out at -7.625 eV.

Results of the Löwdin charge analysis, in e, for atoms 1 through 6: 0.036, -0.386, -0.062, -0.051, -0.114, -0.264

B:
The following is a quantum chemistry calculation of C8H10O in the gas phase, from OMol25.

ORCA input file:
```
! wB97M-V def2-TZVPD RIJCOSX def2/J DEFGRID3
* xyz 0 1
C 0.547 3.277 -0.588
C 0.204 2.174 -0.208
C -0.201 0.844 0.192
C -1.439 0.727 0.695
O -2.156 -0.356 1.015
C -1.768 -1.626 0.517
C 0.892 -0.202 0.050
C 1.258 -1.031 1.044
C 1.439 -0.281 -1.387
H 0.889 4.241 -0.992
H -2.017 1.646 0.844
H -0.962 -2.028 1.070
H -1.520 -1.582 -0.562
H -2.659 -2.274 0.638
H 0.865 -0.884 2.056
H 2.034 -1.780 0.961
H 0.569 -0.462 -2.090
H 2.171 -1.076 -1.508
H 1.855 0.673 -1.747
*
```

The gap between HOMO and LUMO comes out at 9.2 eV. Its structure (SMILES) is C#C/C(=C/OC)C(=C)C. The molecular weight is 122.2 g mol⁻¹. The HOMO energy comes out at -8.379 eV.

Results of the Löwdin charge analysis, in e, for atoms 1 through 6: 0.113, -0.127, -0.220, -0.108, -0.088, -0.069

Least stable: A

A:
The following is a quantum chemistry calculation of C20H27N3O2 in the gas phase, from OMol25.

ORCA input file:
```
! wB97M-V def2-TZVPD RIJCOSX def2/J DEFGRID3
* xyz 0 1
C -2.352 -0.315 -4.611
C -2.182 0.015 -3.340
C -2.953 -0.657 -2.244
C -1.208 1.099 -2.948
C -1.928 2.388 -2.536
C -0.929 3.431 -2.156
C 0.296 3.151 -1.699
C 1.290 4.215 -1.354
C 0.714 1.770 -1.487
N 1.876 1.602 -0.985
N 2.358 0.380 -0.699
C 3.543 0.203 -0.057
O 4.292 1.084 0.290
C 3.862 -1.284 0.168
N 2.695 -2.135 0.086
C 1.796 -2.197 1.154
C 0.916 -3.277 1.242
C -0.034 -3.335 2.236
C -0.137 -2.317 3.186
O -1.100 -2.500 4.138
C -1.329 -1.498 5.105
C -2.127 -0.317 4.558
C 0.737 -1.241 3.103
C 1.690 -1.182 2.099
C -0.273 0.674 -1.814
H -3.057 -1.071 -4.914
H -1.796 0.157 -5.403
H -3.399 0.075 -1.573
H -2.298 -1.297 -1.653
H -3.745 -1.274 -2.660
H -0.590 1.336 -3.822
H -2.552 2.745 -3.358
H -2.591 2.192 -1.686
H -1.238 4.461 -2.267
H 2.176 4.108 -1.976
H 1.612 4.101 -0.322
H 0.865 5.205 -1.498
H 1.815 -0.464 -0.886
H 4.564 -1.575 -0.618
H 4.388 -1.366 1.130
H 2.875 -3.042 -0.320
H 0.985 -4.078 0.519
H -0.710 -4.172 2.306
H -1.906 -2.002 5.886
H -0.382 -1.158 5.544
H -1.581 0.187 3.764
H -2.324 0.393 5.356
H -3.073 -0.669 4.154
H 0.702 -0.433 3.816
H 2.350 -0.330 2.064
H 0.247 -0.243 -2.109
H -0.852 0.457 -0.910
*
```

The gap between HOMO and LUMO comes out at 8.4 eV. Its structure (SMILES) is C=C(C)[C@H]1CC=C(C)/C(=N/NC(=O)CNc2ccc(OCC)cc2)C1. The molecular weight is 341.5 g mol⁻¹. The HOMO energy comes out at -7.779 eV.

Results of the Löwdin charge analysis, in e, for atoms 1 through 6: 0.054, -0.342, -0.053, -0.296, -0.142, -0.033

B:
The following is a quantum chemistry calculation of C20H27N3O2 in the gas phase, from OMol25.

ORCA input file:
```
! wB97M-V def2-TZVPD RIJCOSX def2/J DEFGRID3
* xyz 0 1
C 2.974 1.572 1.992
C 3.573 0.302 2.521
C 4.067 0.240 3.816
C 4.622 -0.926 4.307
C 4.700 -2.045 3.500
C 4.217 -2.021 2.199
C 4.307 -3.243 1.334
C 3.648 -0.839 1.720
O 3.183 -0.781 0.411
C 1.818 -1.136 0.269
C 1.465 -0.966 -1.213
O 2.275 -1.821 -1.987
C -0.002 -1.299 -1.519
N -0.759 -0.123 -1.900
C -1.085 0.729 -0.772
C -1.748 2.014 -1.281
N -2.941 1.702 -2.029
C -4.195 1.676 -1.489
C -4.544 2.369 -0.314
C -5.854 2.346 0.109
C -6.805 1.646 -0.626
C -6.370 1.000 -1.767
N -5.119 1.005 -2.187
C -2.630 0.827 -3.139
C -1.968 -0.456 -2.635
H 1.936 1.665 2.315
H 3.001 1.580 0.905
H 3.520 2.434 2.369
H 4.014 1.120 4.441
H 5.003 -0.961 5.317
H 5.144 -2.955 3.878
H 5.247 -3.761 1.508
H 3.496 -3.933 1.570
H 4.238 -2.978 0.283
H 1.663 -2.183 0.564
H 1.184 -0.498 0.898
H 1.659 0.079 -1.503
H 3.189 -1.666 -1.718
H 0.013 -1.982 -2.369
H -0.459 -1.827 -0.664
H -0.166 0.984 -0.242
H -1.770 0.222 -0.064
H -1.965 2.679 -0.448
H -1.052 2.519 -1.959
H -3.812 2.919 0.254
H -6.138 2.873 1.009
H -7.838 1.609 -0.320
H -7.055 0.436 -2.389
H -3.556 0.596 -3.663
H -1.939 1.352 -3.803
H -1.695 -1.084 -3.485
H -2.690 -1.008 -2.006
*
```

The gap between HOMO and LUMO comes out at 8.5 eV. Its structure (SMILES) is Cc1cccc(C)c1OC[C@@H](O)CN1CCN(c2ccccn2)CC1. The molecular weight is 341.5 g mol⁻¹. The HOMO energy comes out at -7.799 eV.

Results of the Löwdin charge analysis, in e, for atoms 1 through 6: -0.031, -0.200, -0.050, -0.083, -0.050, -0.197

C:
The following is a quantum chemistry calculation of C20H27N3O2 in the gas phase, from OMol25.

ORCA input file:
```
! wB97M-V def2-TZVPD RIJCOSX def2/J DEFGRID3
* xyz 0 1
C 1.799 1.634 -0.339
O 2.038 0.371 -0.901
C 3.238 -0.218 -0.444
C 3.273 -1.680 -0.881
C 2.372 -2.569 -0.011
N 0.988 -2.148 0.024
C 0.668 -1.229 1.006
O 1.380 -1.084 1.983
N -0.504 -0.551 0.798
C -1.069 0.396 1.651
C -0.797 0.469 3.012
C -1.432 1.424 3.783
C -2.348 2.315 3.243
C -3.020 3.337 4.110
C -2.631 2.239 1.876
C -3.616 3.178 1.247
C -1.991 1.286 1.103
C 0.050 -2.530 -1.024
C 0.223 -3.983 -1.464
C 0.082 -1.547 -2.184
C 0.835 -1.722 -3.339
C 0.832 -0.724 -4.299
C 0.073 0.415 -4.087
C -0.666 0.489 -2.919
N -0.669 -0.464 -2.006
H 2.596 2.342 -0.600
H 1.724 1.573 0.753
H 0.853 1.985 -0.747
H 4.098 0.327 -0.868
H 3.295 -0.154 0.651
H 2.965 -1.726 -1.925
H 4.297 -2.049 -0.801
H 2.727 -2.520 1.022
H 2.441 -3.604 -0.347
H -0.797 -0.455 -0.176
H -0.085 -0.207 3.454
H -1.210 1.474 4.840
H -4.102 3.207 4.091
H -2.802 4.346 3.759
H -2.680 3.250 5.138
H -3.718 2.976 0.184
H -3.296 4.212 1.374
H -4.595 3.076 1.714
H -2.209 1.222 0.045
H -0.950 -2.456 -0.575
H 0.170 -4.635 -0.596
H -0.586 -4.243 -2.143
H 1.165 -4.158 -1.974
H 1.415 -2.618 -3.497
H 1.417 -0.835 -5.201
H 0.053 1.218 -4.807
H -1.292 1.346 -2.703
*
```

The gap between HOMO and LUMO comes out at 8.4 eV. Its structure (SMILES) is COCCCN(C(=O)Nc1ccc(C)c(C)c1)[C@H](C)c1ccccn1. The molecular weight is 341.5 g mol⁻¹. The HOMO energy comes out at -7.620 eV.

Results of the Löwdin charge analysis, in e, for atoms 1 through 6: -0.097, -0.210, -0.220, -0.123, -0.142, -0.004

Least stable: A

A:
The following is a quantum chemistry calculation of C2H4S3 in the gas phase, from OMol25.

ORCA input file:
```
! wB97M-V def2-TZVPD RIJCOSX def2/J DEFGRID3
* xyz 0 1
C -1.753 0.545 -0.110
S -0.275 -0.648 0.296
C 1.674 -0.058 0.255
S 2.053 1.474 0.504
S 2.650 -1.433 0.007
H -1.560 1.491 0.308
H -2.483 -0.072 0.347
H -1.804 0.686 -1.144
H 1.498 -1.985 -0.462
*
```

The gap between HOMO and LUMO comes out at 8.4 eV. Its structure (SMILES) is CSC(=S)S. The molecular weight is 124.3 g mol⁻¹. The HOMO energy comes out at -8.656 eV.

Results of the Löwdin charge analysis, in e, for atoms 1 through 6: -0.299, 0.645, -1.531, 0.600, 0.722, 0.009

B:
The following is a quantum chemistry calculation of 2 unconnected molecules or ions with the total composition C2H4S3, from OMol25.

ORCA input file:
```
! wB97M-V def2-TZVPD RIJCOSX def2/J DEFGRID3
* xyz 0 1
S -0.645 0.758 2.098
C 0.523 0.043 1.222
C 1.651 0.220 0.286
S 1.280 -1.485 1.108
H 1.456 0.193 -0.821
H 2.659 0.590 0.577
S -1.734 -0.309 -1.379
H -2.227 0.995 -1.400
H -2.964 -1.004 -1.691
*
```

The gap between HOMO and LUMO comes out at 8.4 eV. Its structure (SMILES) is S=C1CS1.S. The molecular weight is 124.3 g mol⁻¹. The HOMO energy comes out at -8.742 eV.

Results of the Löwdin charge analysis, in e, for atoms 1 through 6: 0.624, -1.319, -0.337, 0.812, 0.073, 0.079

Least stable: B

A:
The following is a quantum chemistry calculation of CH3NOS2 in the gas phase, from OMol25.

ORCA input file:
```
! wB97M-V def2-TZVPD RIJCOSX def2/J DEFGRID3
* xyz 0 1
N 0.669 -0.383 2.025
S 0.141 0.837 0.976
S 0.768 0.220 -1.214
C -0.813 0.252 -1.895
O -1.102 -0.512 -2.751
H 1.517 -0.298 2.511
H 0.220 -1.299 2.041
H -1.399 1.184 -1.693
*
```

The gap between HOMO and LUMO comes out at 8.8 eV. Its structure (SMILES) is NSSC=O. The molecular weight is 109.2 g mol⁻¹. The HOMO energy comes out at -9.346 eV.

Results of the Löwdin charge analysis, in e, for atoms 1 through 6: -0.420, 0.534, 0.584, -0.804, -0.028, 0.004

B:
The following is a quantum chemistry calculation of a molecular structure, CH3NOS2, from OMol25.

ORCA input file:
```
! wB97M-V def2-TZVPD RIJCOSX def2/J DEFGRID3
* xyz 0 1
C 0.423 0.903 0.042
N 0.574 -0.505 0.350
O -1.671 -2.088 0.064
S -1.440 1.029 0.038
S -0.902 -1.026 -0.562
H 0.823 1.751 0.743
H 0.779 0.952 -1.022
H 1.415 -1.017 0.347
*
```

The gap between HOMO and LUMO comes out at 8.9 eV. The molecular weight is 109.2 g mol⁻¹. The HOMO energy comes out at -9.136 eV.

Results of the Löwdin charge analysis, in e, for atoms 1 through 6: -0.648, -0.330, -0.518, 0.566, 0.706, 0.104

Least stable: B

A:
The following is a quantum chemistry calculation of C2H4O4 in the gas phase, from OMol25.

ORCA input file:
```
! wB97M-V def2-TZVPD RIJCOSX def2/J DEFGRID3
* xyz 0 3
C -0.525 -0.137 -1.735
C -0.284 -0.207 -0.448
O 1.250 0.788 1.232
O -0.794 -0.939 1.750
O 0.292 1.078 0.171
O -0.404 -1.248 0.410
H -0.958 -0.979 -2.234
H -0.302 0.631 -2.408
H 1.856 1.412 1.182
H -0.131 -0.398 2.082
*
```

The gap between HOMO and LUMO (alpha / beta) comes out at 6.1 / 7.9 eV. The molecular weight is 92.0 g mol⁻¹. Its expectation value of S² is 2.011. The HOMO energy (alpha / beta) comes out at -5.440 / -10.566 eV.

Results of the Löwdin charge analysis, in e, for atoms 1 through 6: 0.112, -0.295, 0.004, 0.032, -0.040, 0.008

B:
The following is a quantum chemistry calculation of 2 unconnected molecules or ions with the total composition C2H4O4, from OMol25.

ORCA input file:
```
! wB97M-V def2-TZVPD RIJCOSX def2/J DEFGRID3
* xyz 0 3
C -0.561 1.447 0.122
C -0.717 0.204 -0.322
O 1.707 -0.126 0.696
O -1.268 -2.008 -0.513
O 1.070 -0.691 -0.413
O -1.524 -0.656 -0.780
H -1.395 1.921 0.477
H 0.331 1.974 0.383
H 2.630 -0.085 0.529
H -0.272 -1.980 -0.180
*
```

The gap between HOMO and LUMO (alpha / beta) comes out at 6.6 / 6.1 eV. The molecular weight is 92.0 g mol⁻¹. Its expectation value of S² is 2.012. The HOMO energy (alpha / beta) comes out at -6.303 / -8.939 eV.

Results of the Löwdin charge analysis, in e, for atoms 1 through 6: 0.020, -0.259, 0.053, -0.021, -0.035, -0.038

Least stable: B